{
  "formula": "C19H42MgP2Si",
  "method": "ωB97M-V with the def2-TZVPD basis set",
  "species": ["P", "P", "C", "C", "H", "H", "H", "H", "C", "H", "H", "H", "C", "H", "H", "H", "C", "H", "H", "H", "C", "H", "H", "H", "Mg", "C", "C", "C", "C", "C", "C", "C", "C", "C", "H", "H", "H", "H", "H", "H", "H", "H", "H", "H", "H", "H", "H", "H", "H", "C", "Si", "C", "C", "C", "H", "H", "H", "H", "H", "H", "H", "H", "H", "H", "H"],
  "coordinates": [[-2.1291, 0.8058, -1.0563], [1.9375, 0.6732, 0.2466], [-0.5548, -0.1221, -1.2038], [0.4241, -0.4136, -0.0395], [-0.0111, 0.3311, -2.0505], [-0.8696, -1.1273, -1.5069], [-0.0013, -1.1757, 0.7398], [1.0574, -1.1907, -0.5016], [2.7917, 0.0943, -1.2620], [3.7001, 0.6971, -1.3420], [2.1336, 0.2362, -2.1312], [3.0504, -0.9668, -1.1551], [2.7039, -0.4147, 1.5411], [2.9762, -1.3810, 1.0904], [2.0394, -0.5694, 2.4114], [3.6192, 0.1153, 1.8585], [-3.1330, 0.5486, -2.5385], [-3.8011, 1.4012, -2.7420], [-3.7717, -0.3434, -2.4035], [-2.5329, 0.3831, -3.4511], [-3.1131, 0.3351, 0.3972], [-2.7394, 0.2411, 1.4583], [-3.5973, -0.6116, 0.1181], [-3.8836, 1.1257, 0.4415], [-0.6964, 0.1761, 1.7559], [0.4589, -3.5422, 0.2625], [0.9935, -3.2632, -0.9373], [0.5424, -3.8577, -2.2245], [-0.9985, -4.0183, -2.4170], [-1.8602, -3.0003, -1.7205], [-2.2956, -3.0817, -0.4515], [-2.0054, -4.2779, 0.4050], [-0.5162, -4.6672, 0.4612], [-1.6702, 2.5080, -0.7534], [0.8015, -3.0599, 1.1931], [1.9569, -2.7361, -1.0283], [1.0400, -4.8328, -2.3817], [0.9221, -3.2306, -3.0458], [-1.1761, -3.9337, -3.5040], [-1.2662, -5.0613, -2.1816], [-2.2391, -2.2352, -2.4191], [-3.0369, -2.3772, -0.0747], [-2.6080, -5.1323, 0.0495], [-2.3716, -4.0754, 1.4164], [-0.3421, -5.1287, 1.4471], [-0.3568, -5.4718, -0.2696], [-1.0808, 2.5682, 0.1843], [-2.5756, 3.1267, -0.6364], [-1.0787, 2.9230, -1.5844], [2.8585, 3.5245, 0.7664], [1.3723, 3.9043, 1.9151], [2.2412, 4.5519, 3.4787], [0.6164, 5.5129, 1.2360], [0.1360, 2.4728, 2.1839], [3.5000, 4.4280, 0.7580], [2.5285, 3.3204, -0.2656], [3.4713, 2.6811, 1.1347], [2.9602, 5.3492, 3.1902], [1.5289, 5.0009, 4.1935], [2.8074, 3.7716, 4.0138], [0.0286, 5.3477, 0.3215], [-0.0319, 5.9903, 1.9910], [1.4319, 6.2234, 1.0002], [0.5198, 1.9377, 3.0927], [-0.8053, 2.9936, 2.5255]],
  "de_lowest_kj_mol": 509.5,
  "spin_multiplicity": 1,
  "e_homo_ev": -3.71,
  "e_lumo_ev": -0.073,
  "gap_ev": 3.63
}